DFT (ωB97M-V/def2-TZVPD) results for a 7-piece molecular cluster, C16H49N3O7 overall in a non-equilibrium geometry.

Charge   0
Total energy   -1329.75637 a.u.
Frontier orbital gap   9.45 eV
SMILES string   COC[C@H](C)N.COC[C@H](C)N.COC[C@H](C)N.CCO.CCO.O.O
Lowest unoccupied orbital energy   0.14 eV
HOMO   -9.3 eV

Last column: Mulliken charge in e.
Positions of all 75 atoms, in Å:
1 O 2.766 -4.202 -6.521  -0.34
2 O -2.110 -4.411 1.906  -0.63
3 O -3.157 4.016 4.300  -0.24
4 O 6.337 -0.271 1.534  -0.34
5 O -0.581 6.303 -2.529  -0.51
6 O -1.936 -0.711 -0.925  -0.63
7 O -6.134 1.501 -1.406  -0.52
8 N 1.360 -2.619 -4.505  -0.70
9 N 2.917 -1.244 1.841  -0.74
10 N -1.024 1.904 4.654  -0.69
11 C 7.159 0.250 0.463  -0.82
12 C 0.365 -4.744 -4.974  -1.38
13 C -0.037 5.068 -2.400  -0.27
14 C 3.266 -5.313 -7.202  -0.75
15 C 4.334 -1.343 1.934  0.59
16 C 4.989 -0.146 1.249  -0.73
17 C -2.775 0.234 5.316  -1.47
18 C -2.422 1.516 4.521  0.26
19 C -6.975 1.882 0.778  -0.86
20 C 1.608 -4.035 -4.412  0.34
21 C -6.638 2.501 -0.532  -0.21
22 C -3.343 2.757 5.009  -0.83
23 C -3.786 5.118 4.845  -0.81
24 C 2.871 -4.459 -5.118  -0.81
25 C 4.748 -2.645 1.232  -1.43
26 C -0.340 4.566 -0.995  -0.90
27 H -5.774 3.150 -0.390  0.21
28 H 3.779 -3.912 -4.862  0.38
29 H -3.255 2.942 6.079  0.40
30 H 4.548 0.804 1.549  0.35
31 H -5.359 1.145 -0.966  0.29
32 H 0.177 5.250 -0.323  0.28
33 H 7.039 1.238 0.020  0.33
34 H -7.709 1.081 0.692  0.27
35 H -1.894 -0.403 5.231  0.41
36 H 1.636 -4.179 -3.332  0.40
37 H 4.287 -5.504 -6.871  0.33
38 H -0.898 2.828 4.266  0.30
39 H -2.814 -3.834 1.610  0.32
40 H -3.579 -0.331 4.845  0.37
41 H 2.479 -0.540 2.418  0.24
42 H -7.445 3.058 -1.007  0.31
43 H -1.092 2.006 5.657  0.30
44 H -1.636 -4.640 1.106  0.31
45 H 2.639 -2.116 2.268  0.26
46 H -4.390 2.482 4.884  0.39
47 H 4.456 -3.562 1.743  0.41
48 H 3.392 -5.015 -8.243  0.26
49 H -2.920 0.407 6.382  0.34
50 H 4.301 -2.858 0.261  0.33
51 H -1.488 -1.366 -1.461  0.32
52 H 2.573 -6.152 -7.127  0.30
53 H 4.533 -1.399 3.004  0.25
54 H -2.646 1.304 3.475  0.35
55 H -0.582 -4.348 -4.608  0.39
56 H 1.991 -2.224 -3.822  0.25
57 H -0.116 6.998 -2.058  0.32
58 H 0.539 -5.751 -4.596  0.35
59 H -7.281 2.649 1.490  0.30
60 H -1.349 4.307 -0.673  0.25
61 H 8.192 0.184 0.806  0.26
62 H 7.033 -0.441 -0.370  0.35
63 H 4.751 -0.068 0.188  0.36
64 H 3.128 -5.481 -4.839  0.47
65 H -0.460 4.385 -3.136  0.29
66 H -4.853 4.955 4.994  0.33
67 H 5.837 -2.659 1.288  0.34
68 H -1.252 -0.360 -0.355  0.31
69 H 0.180 3.613 -0.896  0.30
70 H -3.559 6.115 4.468  0.27
71 H -3.511 5.092 5.899  0.33
72 H 0.310 -4.594 -6.052  0.24
73 H 1.048 5.024 -2.500  0.24
74 H -6.056 1.481 1.206  0.20
75 H 1.609 -2.232 -5.405  0.25

---

DFT (ωB97M-V/def2-TZVPD) results for one molecule with the formula C19H20N4O4 in a non-equilibrium geometry.

Charge   0
Total energy   -1255.94724 a.u.
Frontier orbital gap   8.08 eV
SMILES string   CCOc1ccc(-c2nnn(CC(=O)c3cc(OC)ccc3OC)n2)cc1
Lowest unoccupied orbital energy   0.06 eV
HOMO   -8.0 eV

Last column: Mulliken charge in e.
Positions of all 47 atoms, in Å:
1 O 6.251 -2.671 0.138  -0.44
2 O -7.088 -0.431 1.240  -0.47
3 O 1.574 -1.078 -0.515  -0.65
4 O 3.788 2.275 0.457  -0.34
5 N -0.867 0.833 0.185  -0.78
6 N -0.336 1.165 -1.912  -0.73
7 N 0.087 1.110 -0.674  1.43
8 N -1.596 0.923 -1.894  -0.36
9 C -3.540 0.211 1.205  -0.61
10 C -8.189 -2.031 -0.248  -1.03
11 C 6.342 -0.367 0.544  -0.88
12 C 3.624 -0.060 0.026  -0.43
13 C 4.398 1.062 0.377  0.78
14 C -8.202 -0.648 0.397  -0.43
15 C -4.819 -0.072 1.623  -0.52
16 C -5.868 -0.164 0.702  0.97
17 C 5.586 -1.489 0.198  0.53
18 C -3.274 0.413 -0.149  0.23
19 C -5.601 0.038 -0.650  -0.20
20 C 2.178 -0.057 -0.279  0.98
21 C 4.548 3.406 0.820  -1.00
22 C -4.315 0.325 -1.066  -1.01
23 C 4.237 -1.316 -0.053  -0.24
24 C 1.453 1.288 -0.300  -1.07
25 C 5.524 -3.828 -0.210  -0.82
26 C -1.935 0.712 -0.602  0.23
27 C 5.757 0.877 0.631  -0.64
28 H 6.377 1.715 0.903  0.40
29 H 5.344 3.605 0.097  0.37
30 H 1.493 1.738 0.694  0.40
31 H 4.730 -4.035 0.515  0.34
32 H 3.597 -2.141 -0.324  0.65
33 H 7.394 -0.493 0.741  0.44
34 H -8.272 0.138 -0.365  0.33
35 H 3.845 4.238 0.818  0.25
36 H -2.730 0.278 1.915  0.44
37 H -7.319 -2.152 -0.889  0.34
38 H -6.384 -0.021 -1.390  0.35
39 H 1.929 1.952 -1.024  0.38
40 H -8.155 -2.796 0.523  0.30
41 H -5.044 -0.230 2.666  0.43
42 H 5.090 -3.742 -1.210  0.34
43 H -9.065 -0.558 1.063  0.32
44 H -4.103 0.482 -2.113  0.46
45 H 4.977 3.299 1.820  0.37
46 H 6.246 -4.642 -0.197  0.23
47 H -9.088 -2.167 -0.842  0.35

---

DFT (ωB97M-V/def2-TZVPD) results for a 7-piece molecular cluster, C38H96N6O13 overall in a non-equilibrium geometry.

Charge   0
Total energy   -2811.65571 a.u.
Frontier orbital gap   9.09 eV
SMILES string   COCCNCCOC.COCCNCCOC.COCCNCCOC.COCCNCCOC.COCCNCCOC.COCCNCCOC.CCO
Lowest unoccupied orbital energy   0.65 eV
HOMO   -8.4 eV

Last column: Mulliken charge in e.
Positions of all 153 atoms, in Å:
1 O -12.666 -25.906 -1.784  -0.25
2 O -17.887 -28.317 -0.710  -0.09
3 O -15.307 -25.746 -0.169  0.59
4 O -13.505 -30.697 0.195  -0.02
5 O -16.738 -25.355 6.120  -0.43
6 O -17.198 -20.002 -2.837  -0.30
7 O -16.116 -29.661 3.242  -0.23
8 O -13.318 -21.713 -1.534  -0.23
9 O -23.548 -29.040 -3.266  -0.31
10 O -15.103 -14.822 -5.925  -0.37
11 O -20.942 -23.038 0.239  0.00
12 O -16.809 -20.838 2.808  -0.43
13 O -19.903 -26.869 2.592  -0.56
14 N -14.450 -21.838 1.471  -0.05
15 N -20.483 -28.978 -1.314  -0.19
16 N -15.303 -17.588 -3.361  -0.13
17 N -11.989 -28.245 -0.337  -0.28
18 N -22.277 -24.670 2.201  -0.29
19 N -15.254 -26.787 4.185  -0.26
20 C -16.322 -14.675 -6.655  -0.60
21 C -19.712 -27.930 -2.030  -0.25
22 C -18.478 -20.690 -2.942  -0.87
23 C -12.871 -22.350 -0.398  0.34
24 C -20.191 -25.928 1.503  1.55
25 C -14.017 -32.032 -0.028  -0.90
26 C -13.031 -21.661 0.959  -1.26
27 C -15.946 -18.015 -2.185  -0.66
28 C -16.237 -30.136 4.542  -0.76
29 C -12.582 -24.976 -2.834  -0.75
30 C -11.764 -26.900 0.145  -0.13
31 C -22.404 -29.637 -2.665  -0.55
32 C -16.302 -24.727 -0.074  1.26
33 C -15.384 -25.383 4.075  0.44
34 C -12.099 -30.696 0.321  -0.88
35 C -15.085 -27.450 2.892  1.56
36 C -16.844 -24.463 -1.503  -0.97
37 C -14.946 -28.899 2.950  -0.76
38 C -17.777 -21.603 3.411  -0.32
39 C -16.484 -28.508 -0.512  0.06
40 C -11.697 -29.259 0.731  -0.38
41 C -11.500 -25.864 -0.905  -0.50
42 C -21.628 -23.427 2.559  -0.39
43 C -17.389 -18.611 -2.375  -0.31
44 C -15.653 -24.773 5.450  -0.93
45 C -15.778 -16.362 -4.011  -0.41
46 C -24.212 -29.808 -4.259  -0.75
47 C -14.870 -15.978 -5.160  -0.51
48 C -18.536 -27.221 2.721  0.29
49 C -21.676 -22.513 1.303  -0.73
50 C -21.638 -22.968 -1.007  -0.71
51 C -18.230 -28.234 -2.092  -0.59
52 C -21.663 -25.627 1.295  -0.76
53 C -21.911 -28.823 -1.437  -0.45
54 C -15.349 -20.823 0.795  -0.80
55 C -12.444 -20.688 -2.065  -0.84
56 C -17.935 -24.702 5.811  -0.48
57 C -16.786 -20.964 1.374  0.11
58 H -17.859 -26.357 2.834  -0.39
59 H -19.138 -20.589 -2.028  0.29
60 H -13.574 -32.733 0.704  0.34
61 H -22.733 -22.544 1.042  0.53
62 H -12.849 -28.523 -0.819  0.31
63 H -15.372 -30.738 4.784  0.38
64 H -11.728 -25.161 -3.532  0.31
65 H -20.926 -22.521 -1.737  0.04
66 H -11.656 -31.003 -0.672  0.34
67 H -19.589 -26.935 -1.552  -0.37
68 H -11.770 -22.522 -0.462  0.60
69 H -18.156 -24.610 4.711  0.05
70 H -22.391 -29.325 -0.606  0.44
71 H -22.611 -25.116 3.037  0.31
72 H -14.399 -24.935 3.817  0.31
73 H -21.387 -21.495 1.539  0.25
74 H -18.011 -18.570 -1.405  0.36
75 H -12.986 -20.462 -3.041  0.19
76 H -21.658 -29.681 -3.448  0.33
77 H -15.747 -15.619 -3.187  0.25
78 H -21.966 -23.978 -1.309  0.23
79 H -11.532 -21.284 -2.289  0.38
80 H -15.817 -27.970 -1.258  0.18
81 H -17.132 -25.138 0.587  -0.63
82 H -14.677 -29.224 1.909  -0.20
83 H -16.425 -29.375 5.429  0.18
84 H -19.944 -26.399 0.520  -0.45
85 H -16.421 -15.632 -7.290  0.27
86 H -19.581 -25.001 1.444  -0.32
87 H -16.057 -23.920 -2.067  0.30
88 H -14.137 -27.136 2.495  -0.20
89 H -17.278 -14.555 -6.065  0.22
90 H -15.337 -18.370 -4.001  0.31
91 H -17.731 -22.615 3.040  0.00
92 H -12.388 -22.110 1.735  0.50
93 H -12.758 -20.592 0.870  0.29
94 H -16.799 -16.477 -4.369  0.27
95 H -17.226 -21.927 1.178  -0.14
96 H -15.805 -27.108 2.106  -0.84
97 H -24.491 -30.816 -3.943  0.28
98 H -13.722 -32.268 -1.036  0.36
99 H -17.758 -23.872 -1.457  0.25
100 H -15.410 -21.037 -0.318  0.22
101 H -17.066 -30.862 4.559  0.30
102 H -12.579 -26.615 0.792  -0.25
103 H -10.638 -29.250 0.921  0.45
104 H -22.243 -22.998 3.401  0.50
105 H -11.520 -24.921 -0.451  0.10
106 H -14.159 -29.235 3.677  0.57
107 H -19.064 -20.301 -3.799  0.37
108 H -20.190 -28.952 -0.342  0.26
109 H -17.960 -18.019 -3.097  0.37
110 H -17.398 -21.586 4.447  0.28
111 H -17.364 -20.189 0.776  0.22
112 H -16.239 -29.569 -0.521  0.37
113 H -18.309 -21.730 -3.241  0.29
114 H -15.419 -18.742 -1.599  -0.15
115 H -12.564 -23.960 -2.465  0.22
116 H -21.753 -25.157 0.262  -0.40
117 H -12.318 -19.872 -1.433  0.30
118 H -11.708 -31.436 1.054  0.47
119 H -22.466 -22.310 -0.871  0.43
120 H -16.959 -25.482 -1.986  -0.05
121 H -22.224 -27.759 -1.470  0.10
122 H -14.791 -24.923 6.105  0.37
123 H -14.468 -25.549 -0.674  -0.29
124 H -18.808 -21.287 3.369  0.29
125 H -15.135 -31.988 0.119  0.19
126 H -17.624 -27.440 -2.613  0.29
127 H -13.851 -15.828 -4.743  0.26
128 H -15.012 -16.784 -5.853  0.37
129 H -13.496 -25.073 -3.445  0.23
130 H -10.589 -26.053 -1.441  0.57
131 H -15.903 -23.716 5.393  0.35
132 H -15.974 -17.186 -1.490  0.45
133 H -23.564 -29.847 -5.139  0.30
134 H -22.695 -30.619 -2.392  0.38
135 H -16.143 -27.169 4.593  0.25
136 H -15.059 -19.729 0.869  0.48
137 H -25.017 -29.204 -4.519  0.27
138 H -18.470 -27.617 3.723  0.33
139 H -18.730 -25.172 6.368  0.31
140 H -20.607 -23.495 2.924  -0.06
141 H -16.328 -28.130 0.497  -0.70
142 H -16.064 -25.017 3.278  -0.43
143 H -22.230 -26.572 1.315  0.55
144 H -17.941 -23.678 6.238  0.33
145 H -14.595 -21.637 2.482  0.29
146 H -17.997 -29.253 -2.600  0.27
147 H -20.045 -27.823 -3.041  0.63
148 H -16.149 -13.832 -7.286  0.25
149 H -10.870 -26.926 0.847  0.46
150 H -12.233 -29.050 1.682  0.10
151 H -13.486 -23.243 -0.245  -0.42
152 H -18.221 -27.773 1.847  0.10
153 H -15.978 -23.834 0.380  -0.44

---

Which value of lowest unoccupied orbital energy does entry 1 give? 0.14 eV

---

Among the records above, which one has the lowest lowest unoccupied orbital energy? C19H20N4O4

---

Which formula does entry 3 have? C38H96N6O13